Arrangement one

This record from the Open Molecules 2025 dataset describes 11 unconnected molecules or ions with the total composition C84H185N11O11. The level of theory is the ωB97M-V functional and the def2-TZVPD basis.

Cartesian coordinates (Å):
C (6.50, -3.81, 3.00)
C (6.24, -2.89, 1.79)
C (5.61, -1.58, 2.34)
C (7.47, -2.47, 1.02)
C (7.97, -3.64, 0.17)
C (6.88, -4.15, -0.82)
C (5.59, -4.56, -0.04)
C (4.45, -4.65, -1.11)
C (5.76, -5.86, 0.79)
N (5.19, -3.45, 0.83)
O (4.02, -3.88, 1.60)
H (7.08, -4.76, 2.73)
H (7.04, -3.30, 3.80)
H (5.56, -4.27, 3.40)
H (5.34, -0.90, 1.52)
H (4.66, -1.85, 2.82)
H (6.07, -0.99, 3.11)
H (7.11, -1.66, 0.38)
H (8.26, -2.16, 1.68)
H (8.89, -3.30, -0.33)
H (8.23, -4.40, 0.89)
H (7.17, -5.11, -1.29)
H (6.69, -3.40, -1.58)
H (4.38, -3.66, -1.54)
H (3.43, -4.95, -0.76)
H (4.83, -5.29, -1.88)
H (6.70, -6.18, 1.12)
H (5.39, -6.62, 0.14)
H (5.13, -5.78, 1.65)
H (3.30, -3.63, 1.00)
C (3.03, -5.97, 3.80)
C (2.75, -5.43, 5.16)
C (1.18, -5.67, 5.44)
C (3.68, -6.19, 6.13)
C (3.62, -5.48, 7.49)
C (4.18, -4.07, 7.39)
C (3.23, -3.24, 6.40)
C (1.88, -3.05, 7.07)
C (3.90, -1.86, 6.11)
N (3.18, -4.04, 5.15)
O (2.35, -3.29, 4.25)
H (4.08, -6.02, 3.55)
H (2.62, -6.93, 3.67)
H (2.58, -5.37, 3.01)
H (0.97, -5.76, 6.48)
H (0.59, -4.87, 4.94)
H (0.91, -6.58, 4.98)
H (3.45, -7.26, 6.23)
H (4.72, -6.11, 5.71)
H (2.62, -5.62, 7.86)
H (4.31, -6.01, 8.16)
H (5.08, -4.18, 6.87)
H (4.21, -3.60, 8.36)
H (1.53, -3.96, 7.61)
H (1.17, -2.74, 6.27)
H (1.88, -2.28, 7.89)
H (4.46, -1.92, 5.22)
H (4.47, -1.58, 6.97)
H (3.15, -1.11, 5.85)
H (2.70, -3.49, 3.34)
C (-4.77, -1.97, -3.94)
C (-4.99, -0.44, -3.86)
C (-5.91, 0.18, -4.93)
C (-5.66, -0.12, -2.49)
C (-4.69, 0.00, -1.35)
C (-3.52, 0.96, -1.64)
C (-2.71, 0.52, -2.84)
C (-1.64, 1.58, -3.18)
C (-2.00, -0.88, -2.70)
N (-3.75, 0.41, -3.97)
O (-2.94, -0.06, -5.08)
H (-4.20, -2.29, -4.75)
H (-4.28, -2.31, -3.08)
H (-5.68, -2.52, -3.95)
H (-5.81, -0.34, -5.89)
H (-6.96, 0.26, -4.70)
H (-5.53, 1.22, -5.08)
H (-6.20, 0.85, -2.51)
H (-6.45, -0.86, -2.25)
H (-5.21, 0.29, -0.41)
H (-4.44, -1.03, -1.03)
H (-2.88, 1.08, -0.81)
H (-4.00, 1.95, -1.81)
H (-0.88, 1.65, -2.43)
H (-2.09, 2.59, -3.30)
H (-1.10, 1.33, -4.11)
H (-2.63, -1.75, -2.77)
H (-1.35, -0.94, -1.82)
H (-1.21, -0.92, -3.50)
H (-2.48, -0.90, -4.79)
C (-8.39, 5.70, -0.46)
C (-7.84, 4.41, -0.96)
C (-9.05, 3.49, -1.18)
C (-7.29, 4.66, -2.31)
C (-6.07, 5.52, -2.10)
C (-5.15, 4.69, -1.20)
C (-5.67, 4.51, 0.20)
C (-4.83, 3.43, 0.99)
C (-5.86, 5.71, 1.13)
N (-6.88, 3.73, -0.06)
O (-7.59, 3.53, 1.18)
H (-9.20, 5.98, -1.13)
H (-8.90, 5.47, 0.50)
H (-7.84, 6.66, -0.42)
H (-8.64, 2.49, -1.32)
H (-9.73, 3.56, -0.32)
H (-9.62, 3.81, -2.03)
H (-7.05, 3.66, -2.65)
H (-8.07, 5.15, -2.91)
H (-5.52, 5.76, -3.04)
H (-6.38, 6.43, -1.58)
H (-4.15, 5.08, -1.10)
H (-5.06, 3.74, -1.73)
H (-3.83, 3.82, 1.18)
H (-4.77, 2.55, 0.38)
H (-5.33, 3.23, 1.95)
H (-6.71, 5.51, 1.82)
H (-6.12, 6.65, 0.54)
H (-4.93, 5.91, 1.67)
H (-7.56, 2.58, 1.31)
C (-2.98, 1.18, 2.49)
C (-3.05, -0.26, 3.03)
C (-2.87, -1.29, 1.89)
C (-2.00, -0.51, 4.05)
C (-2.20, -1.77, 4.94)
C (-3.63, -1.91, 5.51)
C (-4.70, -1.63, 4.49)
C (-4.94, -2.93, 3.69)
C (-6.03, -1.33, 5.28)
N (-4.32, -0.43, 3.73)
O (-5.44, -0.11, 2.94)
H (-2.75, 1.80, 3.29)
H (-2.08, 1.20, 1.87)
H (-3.85, 1.41, 1.87)
H (-3.65, -1.41, 1.16)
H (-2.00, -0.98, 1.31)
H (-2.68, -2.28, 2.40)
H (-1.06, -0.67, 3.54)
H (-1.96, 0.36, 4.76)
H (-1.93, -2.68, 4.43)
H (-1.46, -1.54, 5.78)
H (-3.80, -1.05, 6.13)
H (-3.90, -2.84, 5.95)
H (-5.40, -2.70, 2.69)
H (-5.62, -3.61, 4.20)
H (-4.04, -3.57, 3.58)
H (-5.98, -0.40, 5.88)
H (-6.08, -2.06, 6.09)
H (-7.01, -1.40, 4.74)
H (-5.41, -0.65, 2.13)
C (5.32, -1.86, -3.72)
C (4.48, -1.29, -4.87)
C (4.59, 0.25, -5.02)
C (4.87, -1.93, -6.20)
C (3.86, -1.84, -7.32)
C (2.51, -2.28, -6.87)
C (2.04, -1.60, -5.58)
C (1.55, -0.19, -5.81)
C (0.92, -2.48, -4.97)
N (3.13, -1.75, -4.62)
O (2.75, -0.99, -3.42)
H (5.25, -1.38, -2.74)
H (5.04, -2.96, -3.60)
H (6.34, -1.77, -4.13)
H (4.21, 0.73, -4.10)
H (5.64, 0.36, -5.15)
H (4.02, 0.68, -5.85)
H (5.92, -1.53, -6.37)
H (4.97, -3.02, -6.00)
H (3.69, -0.85, -7.71)
H (4.14, -2.46, -8.19)
H (2.54, -3.41, -6.74)
H (1.65, -2.07, -7.48)
H (1.78, 0.48, -5.02)
H (0.46, -0.32, -5.84)
H (1.83, 0.21, -6.82)
H (0.13, -2.67, -5.75)
H (0.38, -1.97, -4.17)
H (1.31, -3.44, -4.71)
H (2.58, -1.66, -2.77)
C (-1.96, 7.22, -2.05)
C (-1.85, 7.55, -3.59)
C (-3.36, 7.73, -3.92)
C (-0.99, 8.75, -3.86)
C (0.41, 8.44, -3.50)
C (0.92, 7.25, -4.24)
C (0.05, 6.04, -4.04)
C (0.39, 5.15, -5.17)
C (0.36, 5.31, -2.76)
N (-1.33, 6.44, -4.36)
O (-2.14, 5.28, -4.14)
H (-2.71, 7.92, -1.48)
H (-2.41, 6.19, -1.92)
H (-1.03, 7.21, -1.50)
H (-3.56, 7.80, -5.01)
H (-3.87, 6.81, -3.53)
H (-3.76, 8.56, -3.39)
H (-1.17, 8.92, -4.92)
H (-1.38, 9.61, -3.25)
H (1.01, 9.41, -3.56)
H (0.35, 8.23, -2.41)
H (1.94, 7.03, -3.92)
H (0.95, 7.47, -5.32)
H (-0.06, 5.54, -6.12)
H (0.01, 4.20, -4.90)
H (1.49, 5.03, -5.25)
H (-0.06, 4.33, -2.84)
H (0.09, 5.83, -1.85)
H (1.44, 5.13, -2.78)
H (-2.65, 5.25, -4.93)
C (-0.01, -4.11, -1.63)
C (0.00, -5.32, -0.56)
C (0.93, -6.44, -1.03)
C (0.54, -4.88, 0.83)
C (-0.53, -4.17, 1.67)
C (-1.79, -5.07, 1.77)
C (-2.41, -5.32, 0.39)
C (-3.46, -6.41, 0.64)
C (-3.03, -4.10, -0.31)
N (-1.30, -6.00, -0.33)
O (-1.85, -6.24, -1.60)
H (0.97, -4.11, -2.08)
H (-0.80, -4.25, -2.38)
H (-0.19, -3.14, -1.18)
H (1.96, -5.92, -1.08)
H (0.91, -7.28, -0.32)
H (0.82, -6.67, -2.09)
H (0.88, -5.72, 1.37)
H (1.46, -4.23, 0.71)
H (-0.02, -4.03, 2.67)
H (-0.89, -3.17, 1.28)
H (-2.64, -4.54, 2.26)
H (-1.71, -6.02, 2.37)
H (-4.02, -6.65, -0.25)
H (-4.14, -6.21, 1.48)
H (-2.85, -7.26, 0.86)
H (-2.25, -3.31, -0.28)
H (-4.02, -3.95, 0.07)
H (-3.30, -4.45, -1.31)
H (-1.56, -7.17, -1.81)
C (1.29, 7.20, 2.94)
O (0.39, 6.27, 3.53)
C (0.86, 4.94, 3.38)
C (0.53, 4.33, 2.08)
C (-0.94, 4.36, 1.74)
N (1.10, 2.98, 2.17)
H (2.25, 7.06, 3.35)
H (0.82, 8.17, 3.23)
H (1.35, 7.11, 1.81)
H (1.90, 4.96, 3.64)
H (0.23, 4.46, 4.22)
H (1.06, 4.88, 1.24)
H (-1.17, 4.00, 0.71)
H (-1.23, 5.40, 1.86)
H (-1.55, 3.65, 2.35)
H (0.66, 2.52, 3.01)
H (0.82, 2.32, 1.40)
C (5.17, 2.56, -1.31)
O (5.71, 2.85, -0.04)
C (4.72, 3.33, 0.77)
C (5.31, 3.57, 2.18)
C (5.63, 2.21, 2.80)
N (4.24, 4.20, 2.99)
H (6.00, 2.15, -1.87)
H (4.73, 3.42, -1.87)
H (4.44, 1.77, -1.20)
H (4.34, 4.25, 0.41)
H (3.89, 2.68, 0.91)
H (6.18, 4.30, 2.11)
H (6.10, 2.14, 3.79)
H (6.32, 1.75, 2.10)
H (4.67, 1.76, 2.86)
H (4.44, 4.15, 3.96)
H (3.30, 3.79, 2.82)
C (1.51, 2.66, -1.24)
O (1.20, 1.46, -0.51)
C (2.20, 0.50, -0.46)
C (1.64, -0.85, 0.10)
C (1.13, -0.72, 1.52)
N (2.62, -1.89, 0.05)
H (0.55, 3.19, -1.38)
H (1.91, 2.31, -2.27)
H (2.26, 3.25, -0.70)
H (2.56, 0.29, -1.48)
H (3.14, 0.72, 0.02)
H (0.80, -1.06, -0.47)
H (2.04, -0.80, 2.17)
H (0.44, -1.49, 1.70)
H (0.67, 0.27, 1.79)
H (3.32, -1.78, 0.80)
H (3.11, -2.11, -0.81)

Values from the calculation:
Multiplicity: 1
SMILES: CC1(C)CCCC(C)(C)N1O.CC1(C)CCCC(C)(C)N1O.CC1(C)CCCC(C)(C)N1O.CC1(C)CCCC(C)(C)N1O.CC1(C)CCCC(C)(C)N1O.CC1(C)CCCC(C)(C)N1O.CC1(C)CCCC(C)(C)N1O.CC1(C)CCCC(C)(C)N1O.COC[C@H](C)N.COC[C@H](C)N.COC[C@H](C)N
Net charge: 0
Highest occupied orbital energy, eV: -8.314
Frontier orbital gap, Ha: 0.32328



Arrangement two

This record from the Open Molecules 2025 dataset describes 11 unconnected molecules or ions with the total composition C84H185N11O11. The level of theory is the ωB97M-V functional and the def2-TZVPD basis.

Cartesian coordinates (Å):
C (-6.72, -1.04, -5.66)
C (-5.42, -0.44, -6.23)
C (-5.33, -0.80, -7.72)
C (-5.48, 1.07, -5.96)
C (-4.15, 1.81, -6.15)
C (-3.13, 1.19, -5.22)
C (-2.97, -0.32, -5.46)
C (-2.23, -0.50, -6.79)
C (-2.12, -0.90, -4.32)
N (-4.28, -0.98, -5.42)
O (-4.17, -2.38, -5.63)
H (-6.91, -2.06, -5.98)
H (-6.69, -0.95, -4.57)
H (-7.53, -0.40, -6.02)
H (-4.97, 0.04, -8.32)
H (-4.61, -1.58, -7.93)
H (-6.32, -0.96, -8.16)
H (-6.23, 1.52, -6.62)
H (-5.88, 1.39, -5.00)
H (-3.80, 1.76, -7.18)
H (-4.23, 2.87, -5.89)
H (-3.45, 1.35, -4.19)
H (-2.22, 1.77, -5.36)
H (-1.38, 0.19, -6.80)
H (-2.82, -0.10, -7.61)
H (-1.89, -1.49, -7.07)
H (-1.16, -0.39, -4.26)
H (-1.95, -1.97, -4.44)
H (-2.69, -0.87, -3.39)
H (-4.54, -2.73, -4.81)
C (4.07, -6.45, 1.31)
C (5.07, -6.10, 0.22)
C (5.89, -7.35, -0.18)
C (4.27, -5.79, -1.07)
C (3.64, -4.42, -1.06)
C (4.70, -3.36, -0.89)
C (5.53, -3.58, 0.38)
C (6.82, -2.74, 0.27)
C (4.74, -3.03, 1.59)
N (5.94, -4.98, 0.56)
O (6.62, -5.20, 1.78)
H (4.52, -6.69, 2.28)
H (3.41, -5.61, 1.56)
H (3.40, -7.28, 1.07)
H (6.29, -7.76, 0.74)
H (5.31, -8.07, -0.76)
H (6.64, -7.05, -0.91)
H (4.79, -5.99, -2.01)
H (3.46, -6.53, -1.10)
H (3.11, -4.18, -1.99)
H (2.94, -4.36, -0.22)
H (4.30, -2.35, -0.76)
H (5.36, -3.31, -1.77)
H (7.54, -3.14, -0.44)
H (7.31, -2.73, 1.25)
H (6.61, -1.71, -0.01)
H (4.67, -1.94, 1.57)
H (5.24, -3.24, 2.54)
H (3.76, -3.48, 1.70)
H (7.49, -4.85, 1.60)
C (5.89, 3.95, -3.56)
C (5.85, 2.46, -3.97)
C (4.58, 1.79, -3.39)
C (5.94, 2.35, -5.47)
C (6.38, 1.00, -6.01)
C (7.70, 0.56, -5.32)
C (7.57, 0.56, -3.78)
C (6.77, -0.68, -3.35)
C (9.00, 0.37, -3.29)
N (7.07, 1.87, -3.36)
O (7.17, 2.05, -1.97)
H (5.28, 4.55, -4.23)
H (5.66, 4.12, -2.51)
H (6.92, 4.31, -3.64)
H (4.41, 0.77, -3.74)
H (4.68, 1.77, -2.30)
H (3.66, 2.35, -3.62)
H (4.95, 2.54, -5.89)
H (6.64, 3.05, -5.93)
H (5.57, 0.28, -5.88)
H (6.67, 1.10, -7.06)
H (8.52, 1.20, -5.64)
H (7.87, -0.44, -5.72)
H (5.73, -0.66, -3.68)
H (6.73, -0.76, -2.26)
H (7.26, -1.54, -3.79)
H (9.01, 0.06, -2.24)
H (9.51, 1.31, -3.50)
H (9.53, -0.44, -3.79)
H (7.80, 2.78, -1.87)
C (2.92, 5.15, -2.05)
C (1.91, 6.28, -1.94)
C (2.37, 7.58, -2.62)
C (0.63, 5.76, -2.63)
C (-0.62, 6.61, -2.47)
C (-0.89, 6.84, -0.97)
C (0.33, 7.28, -0.16)
C (0.50, 8.80, -0.28)
C (0.12, 6.85, 1.31)
N (1.52, 6.48, -0.53)
O (2.68, 6.79, 0.22)
H (2.73, 4.29, -1.41)
H (3.00, 4.75, -3.07)
H (3.97, 5.42, -1.90)
H (3.04, 8.17, -2.00)
H (2.87, 7.32, -3.56)
H (1.49, 8.16, -2.90)
H (0.94, 5.71, -3.68)
H (0.40, 4.73, -2.34)
H (-0.58, 7.58, -2.98)
H (-1.45, 6.10, -2.96)
H (-1.29, 5.91, -0.56)
H (-1.66, 7.61, -0.91)
H (0.50, 9.13, -1.32)
H (1.41, 9.22, 0.14)
H (-0.34, 9.30, 0.20)
H (-0.89, 7.01, 1.73)
H (0.81, 7.40, 1.94)
H (0.19, 5.78, 1.52)
H (2.79, 6.03, 0.82)
C (-4.49, -3.61, 4.75)
C (-4.78, -3.24, 3.28)
C (-3.64, -2.39, 2.74)
C (-4.86, -4.55, 2.54)
C (-5.49, -4.44, 1.14)
C (-6.84, -3.76, 1.21)
C (-6.81, -2.42, 1.97)
C (-6.18, -1.36, 1.06)
C (-8.24, -2.00, 2.25)
N (-6.12, -2.63, 3.27)
O (-6.13, -1.40, 3.98)
H (-4.14, -2.76, 5.35)
H (-5.38, -4.01, 5.23)
H (-3.68, -4.34, 4.85)
H (-2.68, -2.80, 3.07)
H (-3.58, -2.32, 1.66)
H (-3.61, -1.41, 3.23)
H (-3.92, -5.09, 2.40)
H (-5.55, -5.24, 3.05)
H (-4.77, -3.85, 0.56)
H (-5.59, -5.45, 0.73)
H (-7.54, -4.45, 1.69)
H (-7.15, -3.65, 0.17)
H (-6.85, -1.13, 0.23)
H (-5.22, -1.58, 0.60)
H (-6.14, -0.43, 1.65)
H (-8.75, -2.64, 2.98)
H (-8.82, -1.92, 1.34)
H (-8.28, -1.02, 2.74)
H (-6.43, -1.67, 4.86)
C (-1.11, -1.03, 0.91)
C (0.16, -0.42, 0.34)
C (1.32, -1.37, 0.74)
C (0.05, -0.53, -1.20)
C (1.01, 0.41, -1.94)
C (1.01, 1.81, -1.37)
C (1.22, 1.86, 0.15)
C (2.73, 1.73, 0.47)
C (0.82, 3.28, 0.60)
N (0.30, 0.95, 0.81)
O (0.33, 1.02, 2.21)
H (-2.03, -0.59, 0.53)
H (-1.12, -2.09, 0.62)
H (-1.18, -0.94, 2.00)
H (2.26, -1.20, 0.22)
H (1.47, -1.22, 1.81)
H (1.05, -2.41, 0.54)
H (0.30, -1.53, -1.56)
H (-0.98, -0.37, -1.52)
H (2.04, 0.04, -1.85)
H (0.78, 0.39, -3.01)
H (0.11, 2.37, -1.63)
H (1.83, 2.39, -1.82)
H (2.99, 2.27, 1.38)
H (3.43, 2.04, -0.31)
H (3.06, 0.69, 0.59)
H (0.79, 3.34, 1.70)
H (-0.20, 3.48, 0.26)
H (1.50, 4.11, 0.41)
H (-0.44, 1.57, 2.45)
C (-0.94, -9.46, 1.98)
C (-1.36, -8.00, 1.92)
C (-2.86, -7.74, 2.05)
C (-0.60, -7.31, 3.06)
C (-0.49, -5.80, 3.01)
C (0.16, -5.45, 1.65)
C (-0.55, -6.03, 0.43)
C (-1.73, -5.15, 0.00)
C (0.49, -5.99, -0.73)
N (-0.86, -7.45, 0.62)
O (-1.56, -8.02, -0.47)
H (0.12, -9.58, 1.78)
H (-1.26, -9.96, 2.89)
H (-1.35, -10.07, 1.16)
H (-3.06, -6.68, 1.94)
H (-3.38, -8.25, 1.23)
H (-3.25, -8.16, 2.97)
H (-1.05, -7.67, 3.99)
H (0.44, -7.65, 3.10)
H (-1.48, -5.32, 2.98)
H (0.12, -5.33, 3.79)
H (1.12, -5.97, 1.69)
H (0.17, -4.36, 1.65)
H (-1.44, -4.09, 0.00)
H (-2.55, -5.23, 0.71)
H (-2.06, -5.30, -1.03)
H (1.27, -6.73, -0.58)
H (0.90, -4.99, -0.85)
H (-0.05, -6.29, -1.64)
H (-0.99, -8.75, -0.69)
C (-7.58, 3.51, -0.58)
C (-7.06, 2.15, -0.09)
C (-8.07, 1.50, 0.91)
C (-6.96, 1.13, -1.25)
C (-5.65, 1.22, -2.06)
C (-4.44, 1.20, -1.11)
C (-4.48, 2.25, 0.04)
C (-3.49, 1.70, 1.07)
C (-4.01, 3.58, -0.52)
N (-5.81, 2.24, 0.67)
O (-5.86, 3.05, 1.82)
H (-7.28, 4.30, 0.12)
H (-7.22, 3.82, -1.56)
H (-8.67, 3.52, -0.56)
H (-8.33, 2.26, 1.65)
H (-8.96, 1.20, 0.35)
H (-7.69, 0.58, 1.34)
H (-7.06, 0.11, -0.89)
H (-7.72, 1.28, -2.02)
H (-5.55, 0.44, -2.81)
H (-5.66, 2.10, -2.72)
H (-3.64, 1.38, -1.83)
H (-4.38, 0.22, -0.63)
H (-3.82, 0.73, 1.45)
H (-3.49, 2.35, 1.94)
H (-2.50, 1.61, 0.61)
H (-3.66, 4.27, 0.26)
H (-4.87, 4.02, -1.03)
H (-3.21, 3.48, -1.25)
H (-5.85, 2.40, 2.53)
C (-0.40, -2.80, 4.49)
O (0.97, -2.98, 4.81)
C (1.44, -2.07, 5.77)
C (1.93, -0.76, 5.11)
C (3.14, -1.02, 4.23)
N (2.33, 0.11, 6.25)
H (-1.02, -2.93, 5.39)
H (-0.65, -3.48, 3.69)
H (-0.66, -1.75, 4.29)
H (0.69, -1.87, 6.53)
H (2.36, -2.47, 6.22)
H (1.11, -0.26, 4.58)
H (3.55, -0.12, 3.77)
H (2.93, -1.75, 3.44)
H (3.87, -1.54, 4.86)
H (3.29, -0.16, 6.46)
H (2.50, 1.05, 5.91)
C (2.54, 5.05, 3.67)
O (3.26, 5.27, 2.48)
C (4.54, 4.64, 2.48)
C (5.10, 4.54, 1.09)
C (6.20, 3.50, 0.98)
N (5.58, 5.82, 0.54)
H (2.87, 5.69, 4.50)
H (2.64, 4.05, 4.11)
H (1.49, 5.29, 3.52)
H (5.21, 5.19, 3.15)
H (4.47, 3.65, 2.95)
H (4.29, 4.28, 0.39)
H (6.98, 3.65, 1.74)
H (6.78, 3.53, 0.05)
H (5.87, 2.47, 1.11)
H (4.80, 6.45, 0.38)
H (5.92, 5.60, -0.39)
C (0.82, 3.66, 7.82)
O (-0.10, 4.17, 6.89)
C (-0.20, 3.21, 5.85)
C (-1.20, 3.63, 4.79)
C (-2.52, 4.18, 5.34)
N (-1.46, 2.54, 3.86)
H (0.89, 4.30, 8.71)
H (1.86, 3.65, 7.46)
H (0.58, 2.69, 8.25)
H (0.78, 3.02, 5.39)
H (-0.54, 2.22, 6.20)
H (-0.78, 4.48, 4.25)
H (-2.46, 5.19, 5.75)
H (-2.89, 3.52, 6.13)
H (-3.30, 4.32, 4.58)
H (-2.24, 2.81, 3.27)
H (-1.80, 1.69, 4.30)

Values from the calculation:
Multiplicity: 1
SMILES: CC1(C)CCCC(C)(C)N1O.CC1(C)CCCC(C)(C)N1O.CC1(C)CCCC(C)(C)N1O.CC1(C)CCCC(C)(C)N1O.CC1(C)CCCC(C)(C)N1O.CC1(C)CCCC(C)(C)N1O.CC1(C)CCCC(C)(C)N1O.CC1(C)CCCC(C)(C)N1O.COC[C@H](C)N.COC[C@H](C)N.COC[C@H](C)N
Net charge: 0
Highest occupied orbital energy, eV: -7.997
Frontier orbital gap, Ha: 0.30769



What should be chosen as the most stable of them? Choose arrangement two.